No. 1
{
  "formula": "C32H85N7O9",
  "method": "ωB97M-V/def2-TZVPD",
  "smiles": "COC[C@H](C)N.COC[C@H](C)N.COC[C@H](C)N.COC[C@H](C)N.COC[C@H](C)N.COCCNCCOC.COCCNCCOC",
  "homo_ha": -0.318,
  "de_lowest_ev": 0.000,
  "lumo_ev": 0.6,
  "homo_lumo_gap_ev": 9.28,
  "elements": ["C", "O", "C", "C", "N", "C", "C", "O", "C", "H", "H", "H", "H", "H", "H", "H", "H", "H", "H", "H", "H", "H", "H", "H", "C", "O", "C", "C", "N", "C", "C", "O", "C", "H", "H", "H", "H", "H", "H", "H", "H", "H", "H", "H", "H", "H", "H", "H", "C", "C", "C", "O", "C", "N", "H", "H", "H", "H", "H", "H", "H", "H", "H", "H", "H", "C", "C", "C", "O", "C", "N", "H", "H", "H", "H", "H", "H", "H", "H", "H", "H", "H", "C", "C", "C", "O", "C", "N", "H", "H", "H", "H", "H", "H", "H", "H", "H", "H", "H", "C", "C", "C", "O", "C", "N", "H", "H", "H", "H", "H", "H", "H", "H", "H", "H", "H", "C", "C", "C", "O", "C", "N", "H", "H", "H", "H", "H", "H", "H", "H", "H", "H", "H"],
  "xyz": [[17.87375, -15.10382, 8.48475], [19.21457, -15.36262, 8.80472], [19.42726, -16.66666, 9.31150], [20.90185, -16.77516, 9.63145], [21.66867, -16.95649, 8.39872], [23.07599, -16.75116, 8.56371], [23.78586, -16.57122, 7.23981], [23.66898, -17.65749, 6.37802], [23.10687, -17.33825, 5.12295], [17.28034, -15.00802, 9.40484], [17.44835, -15.88591, 7.84622], [17.79605, -14.15666, 7.95264], [19.19174, -17.45040, 8.58057], [18.82176, -16.77777, 10.22130], [21.09938, -17.54783, 10.37783], [21.24267, -15.80723, 10.04813], [21.25938, -16.34169, 7.70652], [23.53268, -17.58227, 9.11980], [23.33602, -15.87056, 9.19151], [24.81064, -16.20479, 7.41032], [23.33279, -15.65805, 6.79957], [22.06728, -17.00708, 5.23134], [23.13473, -18.23980, 4.51619], [23.65751, -16.53073, 4.62856], [19.21012, -16.95156, 14.21481], [20.55836, -16.55881, 14.11354], [20.81424, -15.53196, 13.18353], [22.23746, -15.05586, 13.44451], [22.61712, -14.08419, 12.45654], [23.99710, -13.61581, 12.63522], [24.39045, -12.78050, 11.42822], [24.84774, -13.66647, 10.40830], [24.41460, -13.29063, 9.11972], [18.63854, -16.25972, 14.84501], [19.20738, -17.92132, 14.71619], [18.73670, -17.07067, 13.23577], [20.12301, -14.69632, 13.34694], [20.75353, -15.90553, 12.15657], [22.88577, -15.94295, 13.49642], [22.20787, -14.55130, 14.40606], [22.57213, -14.45895, 11.51196], [24.71697, -14.41634, 12.83930], [23.97391, -12.92995, 13.48936], [25.22521, -12.15369, 11.76023], [23.54800, -12.19268, 11.06539], [24.48528, -12.20554, 8.97127], [23.35754, -13.54753, 8.95755], [25.04743, -13.79935, 8.39498], [22.00297, -21.84899, 12.99772], [21.81330, -20.62115, 13.85437], [23.04574, -20.43203, 14.76174], [24.14234, -19.97118, 13.99942], [25.06032, -19.19918, 14.72618], [21.62523, -19.45243, 12.99597], [22.31863, -22.75570, 13.51322], [22.81142, -21.63455, 12.28674], [21.14431, -22.06239, 12.35839], [21.01541, -20.70893, 14.59741], [23.32420, -21.36111, 15.27649], [22.78974, -19.69016, 15.53475], [25.68853, -19.79741, 15.39283], [24.56423, -18.40580, 15.30541], [25.69194, -18.65898, 14.01648], [22.56520, -19.08070, 12.85116], [21.20444, -18.69414, 13.53025], [24.04964, -10.43756, 15.92896], [24.90349, -9.91517, 14.79564], [25.99305, -10.88341, 14.40022], [26.82527, -11.28089, 15.48495], [27.42698, -10.24005, 16.19172], [24.04252, -9.69834, 13.60909], [23.58220, -11.36552, 15.60476], [23.27487, -9.69485, 16.14366], [24.60227, -10.53987, 16.85884], [25.39150, -8.96611, 15.04656], [26.67331, -10.42698, 13.65619], [25.66204, -11.81434, 13.94874], [26.71989, -9.70674, 16.83715], [27.87399, -9.49381, 15.51366], [28.23157, -10.63675, 16.80647], [23.30972, -9.03637, 13.85343], [24.57211, -9.16724, 12.91948], [26.12279, -16.76610, 11.35127], [27.10652, -16.97466, 10.21498], [27.09636, -15.87856, 9.17105], [28.02301, -16.21744, 8.17189], [28.09918, -15.23229, 7.16576], [28.45394, -17.05079, 10.80833], [25.87831, -17.70662, 11.84448], [25.14255, -16.34501, 11.08579], [26.53326, -15.99086, 12.00149], [26.89329, -17.92308, 9.70041], [27.32554, -14.93527, 9.68494], [26.07865, -15.86131, 8.75587], [27.11322, -15.04101, 6.72293], [28.74099, -15.61539, 6.37238], [28.53423, -14.29564, 7.52981], [28.57771, -17.96493, 11.23894], [29.13828, -17.10436, 10.05537], [24.11836, -11.57241, 3.82677], [23.07355, -12.65456, 4.06480], [22.63312, -12.72570, 5.49724], [21.78914, -13.85393, 5.63641], [20.95711, -13.79579, 6.76533], [21.95132, -12.51128, 3.13193], [24.31679, -11.47128, 2.76578], [25.00556, -11.78928, 4.42227], [23.74643, -10.62974, 4.24997], [23.55021, -13.61319, 3.82097], [22.04017, -11.83594, 5.77150], [23.46380, -12.77196, 6.21892], [20.27502, -14.63948, 6.70761], [20.38334, -12.86129, 6.80415], [21.52461, -13.89372, 7.70182], [21.66788, -11.53963, 3.06966], [21.16555, -13.05299, 3.46954], [20.23991, -13.10327, 18.39997], [21.17013, -13.57175, 17.30421], [21.13403, -15.09804, 17.14197], [21.28477, -15.76680, 18.36753], [21.20713, -17.15799, 18.20074], [20.76439, -12.95324, 16.03908], [20.04164, -12.03622, 18.33244], [20.69583, -13.26174, 19.38212], [19.33837, -13.71997, 18.42935], [22.20880, -13.31792, 17.52801], [21.98180, -15.37127, 16.48986], [20.23104, -15.40696, 16.59369], [21.94855, -17.51443, 17.47212], [20.22918, -17.44700, 17.77753], [21.31211, -17.63827, 19.16821], [21.29698, -13.28946, 15.24678], [19.78947, -13.16819, 15.86091]]
}

=====

No. 2
{
  "formula": "C8H11N3O2",
  "method": "ωB97M-V/def2-TZVPD",
  "smiles": "CC(C)=[N+]([O-])O.CC=C(C#N)C#N",
  "homo_ha": -0.326,
  "de_lowest_ev": 3.285,
  "lumo_ev": -0.5,
  "homo_lumo_gap_ev": 8.40,
  "elements": ["C", "C", "C", "C", "C", "C", "C", "C", "N", "N", "N", "O", "O", "H", "H", "H", "H", "H", "H", "H", "H", "H", "H", "H"],
  "xyz": [[1.72129, -1.06014, 0.79631], [2.06103, 0.92015, -0.43703], [0.40465, 2.40549, 1.54053], [-0.09559, -0.78286, -2.12346], [-1.10297, -2.24614, -0.39948], [0.76603, 0.98029, 1.63812], [1.46466, 0.30925, 0.69653], [-0.85155, -0.85289, -0.86359], [1.95044, -2.14032, 0.99151], [2.66541, 1.40704, -1.28907], [-1.39753, 0.19816, -0.30446], [-1.27637, 1.38586, -0.73764], [-2.24610, 0.10118, 0.78037], [1.34515, 2.91836, 1.25065], [0.02223, 2.72427, 2.46388], [-0.27574, 2.52283, 0.71281], [-0.22704, -1.77146, -2.68684], [0.99031, -0.75763, -2.04767], [-0.40199, -0.07460, -2.88088], [-2.10859, -2.76878, -0.66370], [-0.28797, -2.95077, -0.61377], [-1.12638, -2.12061, 0.68290], [-2.54732, 1.13975, 0.90550], [0.55394, 0.51357, 2.58850]]
}